No. 1
# C33H49BIN2O21

7 unconnected molecules or ions with the total composition C33H49BIN2O21 in a non-equilibrium geometry (the ωB97M-V functional and the def2-TZVPD basis, the Open Molecules 2025 dataset).

Summary:
Kohn-Sham gap = 7.423 eV
Electronic energy = -3298.58915 Ha
E_HOMO = -12.235 eV
Max |F| = 8.9 eV/A
Net charge = +1
Multiplicity = 1
Energy relative to the best compared isomer or geometry (same formula, charge and spin) = 870.8 kJ/mol
LUMO = -4.812 eV

XYZ file:
```
107
Properties=species:S:1:pos:R:3:forces:R:3:lowdin_charge:R:1
H -2.952 4.351 -0.662 0.098 0.197 0.096 0.1476
H 5.573 -0.024 1.805 1.420 -1.916 0.056 0.1234
H 8.742 -4.833 1.225 0.150 0.017 -0.136 0.0928
C -2.588 3.509 1.928 -1.006 -0.799 2.007 -0.5110
H 2.492 -3.873 3.302 0.255 2.363 0.783 0.1343
O -3.081 7.897 -1.906 -2.557 -0.121 -0.658 0.1076
O -9.766 7.549 -3.307 -0.586 -3.084 -0.186 0.1245
H 1.196 -7.101 0.048 0.043 -0.311 -0.190 0.0644
O -2.116 3.090 0.716 -0.156 -0.388 0.956 0.0229
O -11.006 5.626 -3.382 1.125 1.034 0.048 0.1010
O -2.973 2.765 2.815 0.968 1.337 -1.939 0.1240
H 6.665 -1.186 0.724 -0.621 0.340 2.441 0.1474
H 8.622 -0.813 2.263 -2.117 0.975 1.177 0.0853
H -10.685 4.224 -4.831 0.122 0.013 0.090 0.1648
H -7.215 9.969 -3.666 0.017 -0.180 0.037 0.0936
C 2.914 -0.240 0.743 -4.470 -0.198 4.613 0.1481
O 3.831 -7.369 -0.231 1.370 -0.183 -0.155 0.0784
O 11.586 -2.687 -0.151 -0.671 0.936 -0.013 0.0704
O 6.117 -7.435 -0.336 -2.200 -0.859 -0.520 0.1181
B 4.469 -2.333 1.684 2.578 -2.471 -0.414 -0.4057
H 1.668 -2.966 4.719 1.605 0.776 -2.269 0.1316
H 0.750 -8.607 -0.789 0.131 0.096 0.037 0.0997
C 1.567 0.595 1.094 2.287 -2.841 1.235 -0.0444
C -6.320 8.160 -2.905 -1.590 0.695 -0.337 -0.3388
H -11.382 2.280 -3.434 0.001 0.170 -0.022 0.0934
H 3.108 -9.909 -2.070 0.246 0.074 0.112 0.1464
O -5.051 8.758 -2.695 1.324 -0.940 0.738 0.0967
H -1.184 4.158 -0.797 -0.108 -0.133 0.108 0.1303
H 3.501 -2.652 4.487 -2.012 -0.284 -1.861 0.1387
N 2.171 -1.650 2.935 2.033 -0.679 -1.151 -0.1446
H 1.647 -8.648 0.746 0.032 0.033 -0.185 0.0964
C 1.032 1.884 0.231 0.154 -0.548 0.200 -0.1324
C -7.418 9.204 -2.908 0.115 0.493 -0.099 -0.0142
C -2.065 -3.777 1.701 -0.476 1.273 0.562 -0.3558
C 11.083 -3.998 0.045 0.548 -0.748 -0.129 -0.1105
H -7.050 6.338 -1.988 0.304 0.126 0.062 0.1241
C 8.720 -4.881 0.131 -0.305 0.168 0.136 -0.0172
C 2.837 -8.062 -0.969 -1.593 -0.248 0.154 -0.3505
H 0.079 1.580 -0.411 2.222 0.583 1.282 0.1361
C -9.259 4.186 -3.210 0.500 -0.859 -0.115 -0.1092
H -3.099 -2.019 2.427 0.112 -0.109 -0.007 0.0970
H -3.787 -4.970 2.315 0.123 0.179 0.016 0.1465
C -10.658 4.297 -3.737 -0.760 -1.289 0.083 -0.3487
O -1.058 -4.680 2.128 0.141 -1.038 -0.430 0.0764
C 6.338 -0.937 1.840 0.874 1.551 0.137 -0.2129
H 5.201 -4.065 0.824 -0.902 1.284 -0.319 0.1294
H -2.725 -3.216 3.688 -0.009 -0.010 -0.209 0.0965
C 3.471 -9.405 -1.170 -0.418 -0.659 -0.497 -0.1109
H 0.676 2.709 0.989 0.893 -1.493 -1.540 0.1379
H -2.238 7.412 1.283 0.178 -0.130 -0.095 0.1001
H 11.681 -4.728 -0.508 0.013 0.265 0.077 0.1471
C -1.321 -5.867 1.500 1.329 -2.030 -0.080 -0.4879
C -1.806 5.332 0.915 0.058 1.561 -0.673 -0.3402
H 7.571 0.697 2.953 0.284 -2.376 -0.416 0.0918
O -8.756 5.496 -3.406 -0.472 0.939 -0.042 0.0417
O 5.705 -2.118 2.510 -3.061 0.820 -3.048 -0.0675
H -6.290 7.642 -3.872 0.004 -0.083 0.128 0.1653
H -1.649 7.072 -0.362 -0.171 -0.164 0.240 0.0885
C -2.356 -2.744 2.771 0.265 0.027 0.280 -0.0158
C -2.274 6.697 0.455 -0.059 0.047 0.476 -0.0147
O 10.576 -0.634 -0.052 -0.245 -2.688 -0.072 0.1300
C 1.530 -8.113 -0.203 0.129 0.371 0.189 -0.0272
O -2.564 -5.857 0.934 1.112 -0.284 0.291 0.0746
H 8.960 -5.903 -0.179 -0.085 0.175 -0.008 0.0972
C 2.260 2.481 -0.733 5.861 1.394 2.567 -0.6648
O 4.481 -3.389 0.650 0.224 2.017 3.323 0.0913
H 2.696 -7.535 -1.920 0.092 -0.121 0.006 0.1618
H -9.210 3.953 -2.141 -0.194 -0.039 -0.081 0.1442
N 1.041 -1.020 3.296 1.225 3.990 -5.141 0.1112
C -6.408 7.194 -1.763 -0.945 -0.546 0.113 -0.1030
H -8.391 8.751 -3.116 0.655 0.259 0.090 0.0466
H -6.738 7.653 -0.825 -0.020 0.142 -0.175 0.1484
H -3.900 -4.292 0.669 0.142 -0.235 0.044 0.1472
H -0.189 0.731 2.670 2.325 -1.699 -0.588 0.1514
O -0.549 -6.810 1.458 -1.786 2.183 0.193 0.1254
H -1.440 -2.209 3.043 -0.160 0.003 -0.133 0.0571
I 1.892 2.927 -2.889 -0.025 -0.454 1.808 0.7734
H 9.657 -3.960 -1.576 0.121 0.008 0.089 0.1643
C -3.216 -4.696 1.421 -0.844 0.273 -0.350 -0.1090
H 7.485 -1.033 3.808 0.331 1.309 -2.135 0.0983
H 3.357 -10.077 -0.313 -0.135 0.167 -0.008 0.1444
C -11.622 3.302 -3.124 -0.368 0.155 0.145 -0.0172
H -3.314 6.666 0.113 0.374 -0.190 0.061 0.0722
C 2.499 -2.839 3.868 -0.001 -1.258 1.860 -0.0005
O 4.844 -9.075 -1.300 0.617 0.988 0.508 0.0690
O 3.493 2.752 -0.295 -8.309 -2.130 -2.417 -0.1163
H -8.661 3.455 -3.762 0.019 0.270 0.063 0.1463
H -0.759 5.382 1.240 0.007 -0.113 -0.044 0.1579
O -5.060 6.783 -1.609 1.123 0.408 -0.163 0.0438
O 9.336 -2.558 -0.127 0.735 0.903 0.073 0.0627
C 9.685 -3.886 -0.482 -0.746 -1.329 0.111 -0.3499
O -2.579 4.874 2.013 -0.133 -1.723 0.226 0.0979
H 11.132 -4.230 1.114 -0.185 -0.050 -0.086 0.1437
C 3.100 -1.396 1.849 -1.316 2.138 -1.537 0.0570
C 0.782 0.092 2.389 0.053 0.208 -0.371 0.0275
C 10.507 -1.850 -0.107 0.368 2.475 0.135 -0.5103
C 7.617 -0.462 2.780 -0.441 -0.827 -0.279 -0.0592
C -9.835 6.333 -3.362 -0.411 2.182 0.114 -0.4712
H 3.636 -0.003 -0.141 -1.407 -0.648 1.951 0.1481
H -1.710 -3.284 0.789 -0.099 -0.104 -0.027 0.1598
H -7.473 9.725 -1.946 0.116 -0.153 -0.033 0.0956
C 5.029 -7.916 -0.601 1.870 0.693 0.464 -0.5053
H -11.600 3.350 -2.030 0.124 0.024 -0.158 0.0926
H -12.649 3.531 -3.426 0.214 -0.104 -0.075 0.0932
C -2.019 4.247 -0.096 0.300 0.214 -0.935 -0.1088
C -4.289 7.818 -2.058 1.927 0.713 -0.104 -0.4950
H 7.693 -4.653 -0.171 0.186 -0.166 -0.136 0.0760
```
Forces are in eV/Å.

No. 2
# C33H49N6O3OsP

A molecular structure, C33H49N6O3OsP (the ωB97M-V functional and the def2-TZVPD basis, the Open Molecules 2025 dataset).

Summary:
Kohn-Sham gap (alpha / beta) = 7.810 / 5.466 eV
Electronic energy = -2272.72366 Ha
E_HOMO (alpha / beta) = -13.198 / -13.319 eV
⟨S²⟩ = 6.054
Max |F| = 0.3 eV/A
Net charge = +2
Multiplicity = 5
LUMO (alpha / beta) = -5.388 / -7.852 eV

XYZ file:
```
93
Properties=species:S:1:pos:R:3:forces:R:3:lowdin_charge:R:1
H -3.547 0.882 -1.508 0.014 0.012 -0.009 0.1472
C -3.782 -3.901 -1.193 0.060 -0.004 0.001 -0.0257
H -2.644 3.386 4.481 0.002 -0.005 -0.007 0.1194
H -1.094 4.502 1.378 0.001 -0.004 -0.017 0.1124
H 5.324 0.975 3.000 0.001 0.005 -0.003 0.1166
H 1.323 2.872 -1.076 -0.014 0.032 -0.005 0.0536
N 1.236 0.972 -2.032 0.060 0.007 -0.107 -0.3051
C 4.383 1.348 3.401 0.000 -0.002 0.002 -0.1544
C 1.789 -1.950 1.217 -0.039 0.081 0.047 -0.0537
C 3.285 1.413 2.338 0.019 0.012 -0.022 -0.1854
H -0.047 0.661 3.694 -0.016 0.013 -0.014 0.1117
H -0.461 5.988 2.085 0.015 0.002 0.004 0.1203
H 2.872 5.436 1.867 0.013 -0.007 -0.004 0.1127
H 2.803 1.933 -0.982 0.007 0.004 0.020 0.0796
H 4.077 0.683 4.212 -0.005 0.004 0.005 0.1182
C -1.988 -2.224 -1.213 0.015 0.041 0.101 -0.3295
C -2.696 0.262 -1.221 -0.007 -0.062 0.057 -0.0389
C -0.236 5.175 1.390 -0.002 -0.009 0.016 -0.1896
H 1.658 7.100 0.722 -0.012 -0.008 0.024 0.1200
C -0.551 -1.596 2.048 0.032 0.138 -0.023 -0.3334
H -0.753 1.398 5.822 0.011 0.011 -0.001 0.1180
N 1.845 -1.049 0.288 -0.018 -0.079 -0.065 -0.1444
H 0.733 1.684 -3.955 0.007 0.015 0.007 0.1364
C 2.220 0.062 -2.744 -0.040 0.035 0.024 -0.1606
H -0.492 6.573 -0.272 0.003 -0.002 -0.004 0.1216
H 0.316 3.807 5.066 -0.005 0.007 0.001 0.1127
O -0.764 -1.990 -1.246 -0.029 -0.065 -0.232 -0.0154
H -0.698 4.727 3.950 -0.012 0.003 -0.009 0.1009
H 0.089 -4.451 4.622 0.005 0.001 -0.001 0.1159
C 0.139 5.738 0.026 -0.011 0.023 0.006 -0.1593
C 2.166 5.034 1.139 0.012 -0.004 0.036 -0.1675
O -0.840 -0.609 1.214 -0.194 -0.282 0.057 -0.2590
H -0.338 0.452 -3.303 -0.010 0.004 0.008 0.1235
H 2.529 2.834 4.873 0.003 -0.005 -0.001 0.1165
C 1.601 6.131 0.227 0.020 -0.003 -0.014 -0.1476
N 2.443 2.540 2.768 -0.031 -0.071 0.065 -0.1828
H -2.508 -1.492 2.895 0.000 0.002 -0.005 0.1247
Os 0.240 0.106 -0.266 0.094 0.274 0.028 1.6495
H 5.014 3.410 3.203 -0.002 0.000 -0.001 0.1193
C -2.450 -3.596 -1.239 -0.028 -0.009 0.020 0.0627
C 3.007 3.201 3.959 -0.017 0.022 -0.008 -0.1828
C 2.590 -1.220 -2.021 0.004 -0.018 0.013 -0.1522
H 1.753 -1.923 -2.034 0.003 -0.011 -0.014 0.1071
C -2.994 -1.166 -1.154 0.012 0.060 -0.028 -0.0955
H 4.958 2.868 4.883 -0.003 -0.007 0.004 0.1208
C 0.701 -2.247 2.095 0.068 0.004 -0.037 -0.1358
C -0.081 -3.661 3.905 0.020 0.010 -0.011 -0.0574
H 3.118 0.650 -2.938 0.007 -0.014 -0.016 0.1307
H -1.683 -4.357 -1.289 -0.011 -0.010 -0.002 0.1346
C -0.523 3.739 4.368 0.011 -0.029 -0.002 -0.1737
H 2.678 -2.566 1.352 -0.012 -0.019 0.012 0.1437
H 3.549 -0.074 -0.438 0.021 0.000 0.002 0.1066
H 2.689 4.264 0.567 -0.015 -0.007 -0.022 0.1019
N 0.981 4.460 1.822 -0.051 -0.045 -0.043 -0.1776
H -1.554 1.126 2.908 -0.015 0.012 -0.004 0.1032
N -1.584 0.856 -1.014 0.067 -0.012 -0.007 -0.1049
C -1.553 -1.999 2.938 0.027 -0.049 0.056 -0.0039
C -4.727 -2.869 -1.141 0.000 0.085 0.001 0.0127
C -0.824 1.431 3.658 0.052 -0.014 0.009 -0.1798
H -2.107 -3.300 4.529 0.004 -0.005 0.001 0.1199
C -1.317 -3.008 3.848 -0.022 0.022 -0.017 -0.0338
H -0.934 2.748 -0.500 0.013 0.024 0.016 0.0774
H -0.258 3.443 -2.657 -0.007 0.003 0.006 0.1089
H -4.109 -4.931 -1.206 0.004 -0.001 0.000 0.1269
O 0.672 1.907 1.053 0.077 0.029 0.051 -0.3973
H 0.051 4.959 -0.738 0.009 -0.030 -0.012 0.0866
C -4.321 -1.521 -1.141 -0.060 -0.083 0.012 0.0095
C -0.760 2.475 -2.657 -0.007 0.028 0.008 -0.1375
H 2.712 0.487 2.280 -0.004 0.004 0.005 0.0891
H -2.350 1.045 5.173 -0.003 0.000 0.002 0.1138
H -2.484 2.735 -1.349 0.011 0.023 -0.021 0.1303
H 2.360 2.698 -2.525 0.007 0.022 0.016 0.1171
C 1.974 2.204 -1.630 -0.005 -0.066 0.028 -0.0655
C 0.908 -3.281 3.034 -0.019 -0.011 0.028 -0.0168
H 3.725 -1.814 -0.266 -0.024 -0.029 -0.027 0.1265
H 2.862 4.281 3.910 0.000 0.004 -0.003 0.1115
C 0.206 1.363 -3.052 0.005 -0.029 0.014 -0.1904
C -1.460 1.656 5.032 0.004 -0.012 0.001 -0.1538
H 1.872 -3.775 3.055 -0.005 -0.009 0.007 0.1229
H -1.494 2.518 -3.464 -0.005 -0.009 0.004 0.1303
C 4.470 2.784 3.914 0.010 0.006 -0.008 -0.1551
H -5.083 -0.752 -1.131 0.011 0.012 -0.002 0.1308
H 2.159 6.209 -0.705 -0.004 0.007 0.005 0.1153
C -1.747 3.155 5.059 -0.005 0.009 0.012 -0.1561
C -1.488 2.290 -1.317 -0.014 -0.089 0.006 -0.1780
H 1.797 -0.194 -3.714 -0.018 -0.034 0.016 0.1258
H -5.783 -3.101 -1.115 0.002 -0.008 0.001 0.1273
C 3.034 -1.028 -0.574 -0.047 0.013 0.028 -0.1813
H 3.710 1.615 1.348 0.005 0.005 -0.014 0.1026
N -0.258 2.751 3.300 -0.057 0.065 0.057 -0.1796
P 0.943 2.866 2.204 0.026 0.053 -0.125 0.5612
H 3.392 -1.686 -2.597 0.028 0.030 0.014 0.1323
H -1.880 3.549 6.065 -0.001 -0.003 0.002 0.1206
```
Forces are in eV/Å.

No. 3
# C33H49NPt

A molecular structure, C33H49NPt (the ωB97M-V functional and the def2-TZVPD basis, the Open Molecules 2025 dataset).

Summary:
Kohn-Sham gap (alpha / beta) = 3.828 / 4.834 eV
Electronic energy = -1460.81097 Ha
E_HOMO (alpha / beta) = 0.919 / -0.100 eV
⟨S²⟩ = 2.011
Max |F| = 0.9 eV/A
Net charge = -2
Multiplicity = 3
LUMO (alpha / beta) = 4.747 / 4.734 eV

XYZ file:
```
84
Properties=species:S:1:pos:R:3:forces:R:3:lowdin_charge:R:1
C 0.362 -2.398 -4.228 0.017 0.056 -0.114 -0.3339
H -1.927 3.887 0.544 0.106 0.022 0.037 0.0427
C 2.482 1.524 0.784 0.065 0.085 -0.104 -0.2959
C -2.960 3.578 0.396 -0.044 0.005 -0.011 -0.0923
H 1.405 5.564 -0.457 -0.020 -0.017 -0.019 0.0607
H 0.894 -0.670 1.633 0.007 -0.102 -0.033 0.0811
C -0.002 -2.082 0.305 0.019 0.019 0.080 -0.4489
C 1.582 1.537 3.238 0.000 0.024 0.069 -0.0713
H -2.147 -2.260 0.191 -0.014 -0.014 -0.001 0.1258
C -4.518 1.630 0.367 -0.024 0.046 0.019 -0.1064
H 4.429 0.580 0.886 0.017 0.045 -0.023 0.0672
C 0.350 -0.006 -4.173 0.040 0.087 0.033 -0.3116
H -0.464 -4.319 -4.792 -0.017 0.006 0.008 0.0639
H -0.548 1.888 -4.697 -0.026 0.001 0.013 0.0712
H 2.142 -4.185 1.833 0.013 -0.004 -0.010 0.1126
C -0.490 -2.430 3.225 0.001 -0.033 0.015 -0.1233
H 0.546 1.281 3.482 -0.030 0.006 -0.008 0.0590
H 1.494 4.498 -1.859 0.012 -0.001 -0.007 0.0510
H -2.060 -4.639 1.087 -0.017 -0.019 -0.015 0.1110
H 0.170 0.887 -2.244 0.053 -0.056 -0.055 0.0637
H -4.729 1.794 -0.692 -0.004 0.004 -0.053 0.0659
C -2.079 1.285 -0.113 -0.207 -0.035 -0.056 -0.2842
H 0.498 1.207 -5.951 0.002 0.007 -0.028 0.0546
H -3.411 2.592 2.812 -0.044 0.003 0.014 0.0647
H -1.584 -0.926 1.182 0.043 -0.027 -0.020 0.0758
H 4.204 2.152 -1.494 -0.001 0.012 0.022 0.0621
C 0.414 -1.194 -4.921 -0.021 -0.123 0.057 -0.0887
H 1.188 -3.715 -0.504 -0.039 0.001 -0.008 0.1220
C -3.091 2.076 0.700 0.059 -0.021 -0.061 -0.7191
C 0.257 -0.043 -2.806 0.043 0.278 -0.513 -0.0397
C 0.348 4.226 2.207 -0.174 -0.036 0.053 -0.0788
H 3.133 -0.337 1.658 0.136 0.164 -0.010 0.0416
H 0.489 -1.171 -6.004 0.006 -0.013 -0.027 0.0771
C 0.259 -2.436 -2.845 0.055 -0.172 0.132 -0.0221
H 0.996 4.658 2.984 0.016 -0.001 0.005 0.0628
H -3.611 4.184 1.042 -0.025 0.008 -0.006 0.0641
H 2.179 0.635 3.384 0.021 -0.040 -0.012 0.0553
H -0.025 5.058 1.606 -0.023 0.024 -0.043 0.0570
H -2.539 -2.737 2.612 0.010 -0.008 0.004 0.1294
C 1.080 4.591 -0.853 0.096 0.021 0.025 -0.0748
H 1.196 1.952 -4.505 0.018 0.006 0.015 0.0624
H -0.592 -3.031 4.139 -0.004 -0.012 0.004 0.1078
H 1.664 -2.293 3.369 0.004 0.009 0.022 0.1300
C 1.717 2.066 1.842 -0.255 -0.125 -0.125 -0.3154
C 0.376 1.331 -4.873 0.012 0.014 -0.033 -0.0696
C 0.204 -3.573 -0.043 0.128 -0.006 -0.059 -0.1030
C 0.219 -1.248 -2.037 -0.179 0.046 -0.463 -0.2974
H -3.142 0.861 2.499 0.020 -0.029 0.005 0.0659
H 0.484 -3.533 -6.060 0.000 0.004 -0.021 0.0541
H 2.824 1.250 -2.106 -0.079 -0.150 -0.050 0.0614
C 1.512 3.448 0.015 0.283 0.129 0.159 -0.2966
H -0.554 -3.898 -0.757 -0.023 0.004 -0.002 0.1044
H 3.240 -0.284 -0.091 -0.008 -0.009 -0.016 0.0721
H 1.914 2.269 3.989 0.023 0.002 -0.028 0.0622
C 0.912 -2.599 2.632 -0.009 -0.017 -0.005 -0.2886
H -1.398 -4.973 2.694 -0.006 0.013 0.014 0.1063
C 1.081 3.234 1.358 0.312 0.238 -0.097 -0.3254
N 0.132 -1.066 -0.733 -0.017 -0.284 0.839 0.0172
H -0.519 3.796 2.721 0.031 -0.007 0.000 0.0530
H -0.006 4.628 -0.964 -0.098 -0.008 0.012 0.0576
H 0.229 -3.419 -2.401 0.009 0.069 -0.041 0.0620
C -1.304 -4.322 1.813 -0.010 -0.018 -0.027 -0.1402
H -4.635 0.563 0.571 -0.003 -0.055 0.010 0.0670
C 1.135 -4.062 2.245 0.031 -0.018 0.043 -0.1374
H 2.034 -1.827 0.944 -0.166 -0.136 0.009 0.1019
Pt -0.153 1.222 0.131 0.312 -0.076 0.313 0.8340
H -3.218 3.775 -0.647 0.001 0.008 -0.045 0.0692
H -2.526 0.695 -0.924 -0.071 -0.008 0.047 0.0053
H -5.268 2.177 0.953 -0.008 0.026 0.027 0.0635
H 2.905 2.986 -2.341 -0.006 0.008 0.008 0.0505
H -0.648 -1.383 3.493 -0.006 0.053 0.011 0.1146
C 0.421 -3.706 -4.984 0.008 0.004 -0.011 -0.0896
H 1.057 -4.715 3.126 0.000 0.006 0.004 0.1068
C -2.847 1.872 2.204 -0.016 -0.063 -0.003 -0.1010
C 3.364 0.316 0.814 0.237 0.017 0.087 -0.0790
C -1.401 -1.978 0.944 -0.114 0.116 -0.075 -0.0994
H 1.291 -4.298 -4.687 0.016 -0.002 0.004 0.0639
H 0.256 -5.509 0.904 -0.003 0.024 0.012 0.1271
C -1.534 -2.858 2.189 -0.014 0.015 0.043 -0.2946
C 2.398 2.408 -0.329 -0.353 -0.063 0.049 -0.2812
C 0.092 -4.465 1.203 0.011 -0.012 -0.005 -0.3004
H -1.781 1.972 2.410 0.023 0.048 -0.001 0.0345
C 1.037 -1.728 1.383 -0.123 -0.073 0.043 -0.1204
C 3.114 2.186 -1.626 -0.016 0.112 -0.020 -0.0668
```
Forces are in eV/Å.